w) Entry from the Open Molecules 2025 dataset: a cluster of 2 separate species, C6H8N4O in total (ωB97M-V/def2-TZVPD).

Gap between HOMO and LUMO   9.52 eV
SMILES string   [H]/N=c1/cn[nH]o1.C#CCN=C
Molar mass   152.16 g/mol
HOMO energy   -8.95 eV

Each line ends with the natural charge from an NBO analysis.
Atoms and positions in Å:
1 H -4.86187 1.11933 -0.20362  0.36
2 N -3.96948 1.00672 -0.70902  -0.71
3 C -3.11782 0.16959 -0.20523  0.48
4 C -1.81730 -0.04697 -0.89672  -0.08
5 N -1.03380 -0.75238 -0.16549  -0.17
6 N -1.69801 -1.22616 0.87633  -0.14
7 O -3.01037 -0.62938 0.92497  -0.35
8 H -1.69980 0.46953 -1.77074  0.22
9 H -1.17240 -1.21896 1.78376  0.40
10 C 4.28296 -0.06726 -0.56983  -0.25
11 C 3.16367 -0.38999 -0.24845  -0.03
12 C 1.85917 -0.82796 0.29250  -0.33
13 N 1.03531 0.24790 0.64832  -0.41
14 C 1.10423 1.36813 0.10873  -0.03
15 H 5.31618 -0.14407 -0.69667  0.23
16 H 2.05329 -1.45290 1.30334  0.23
17 H 1.29085 -1.52010 -0.47255  0.26
18 H 1.72194 1.68032 -0.67866  0.16
19 H 0.55324 2.21462 0.67905  0.17



x) Entry from the Open Molecules 2025 dataset: an isolated molecule of C6H8N4O (ωB97M-V/def2-TZVPD).

Gap between HOMO and LUMO   8.60 eV
SMILES string   CONn1cncc1C=C=N
Molar mass   152.16 g/mol
HOMO energy   -7.88 eV

Each line ends with the natural charge from an NBO analysis.
Atoms and positions in Å:
1 C -2.90774 0.80875 0.02673  -0.26
2 O -1.68371 0.05333 0.12609  -0.43
3 N -0.74435 0.31428 -0.88873  -0.18
4 N 0.42356 0.73751 -0.34389  -0.22
5 C 0.65620 2.06524 -0.01271  0.19
6 N 1.82153 2.24318 0.54374  -0.45
7 C 2.38951 0.96127 0.60941  -0.09
8 C 1.50873 -0.01596 0.16405  0.08
9 C 1.68468 -1.44569 0.18238  -0.47
10 C 0.91184 -2.47255 -0.13895  0.45
11 N 0.41217 -3.51756 -0.54782  -0.63
12 H -2.51541 1.81996 0.26859  0.18
13 H -3.64034 0.55335 0.80205  0.21
14 H -3.18672 0.66605 -1.08228  0.19
15 H -0.60288 -0.47786 -1.46637  0.36
16 H -0.18729 2.85027 -0.22437  0.21
17 H 3.36478 0.74626 1.06187  0.21
18 H 2.43339 -1.73097 0.87802  0.27
19 H -0.13793 -4.15887 0.04221  0.40



Q: Which of them is the least stable? A: w).



w) Entry from the Open Molecules 2025 dataset: an isolated molecule of C9H18NP (ωB97M-V/def2-TZVPD).

Gap between HOMO and LUMO   9.31 eV
Molar mass   171.22 g/mol
HOMO energy   -8.32 eV

Each line ends with the natural charge from an NBO analysis.
Atoms and positions in Å:
1 C 0.99083 -1.00994 -0.66360  -0.60
2 C 1.04767 0.87021 -0.62028  -0.04
3 C -0.12170 -1.56467 0.32137  -0.46
4 C -3.14213 0.66375 -0.27013  -0.62
5 C 4.00947 -0.69014 -0.29189  -0.97
6 C -0.33568 1.60225 -0.24135  -0.44
7 C -1.54668 -1.17561 -0.24885  -0.39
8 C -1.04984 1.16366 0.97443  -0.41
9 C -2.08144 0.05943 0.66192  -0.18
10 N 2.00262 1.18548 0.64825  -1.07
11 P 2.35632 -0.29164 0.50075  1.59
12 H 1.39683 1.08932 -1.64746  0.19
13 H 0.54927 -0.70909 -1.61057  0.25
14 H -0.19634 -2.64446 0.16046  0.22
15 H 0.22913 -1.27420 1.39002  0.21
16 H -4.10793 0.42960 0.13211  0.21
17 H -3.04289 1.66462 -0.17481  0.20
18 H -3.03284 0.32951 -1.30193  0.20
19 H 3.77406 -0.29703 -1.35136  0.24
20 H 4.24503 -1.72433 -0.15449  0.24
21 H 4.77992 0.04124 0.11493  0.24
22 H 0.02700 2.59251 0.00386  0.23
23 H -0.92539 1.59349 -1.11394  0.20
24 H -1.36853 -0.86847 -1.26683  0.19
25 H -2.21452 -2.04626 -0.24808  0.21
26 H -0.36451 0.78199 1.66219  0.22
27 H -1.70099 1.93005 1.49867  0.21
28 H -2.44688 -0.39582 1.66924  0.20
29 H 2.27014 -1.30546 1.46739  -0.08



x) Entry from the Open Molecules 2025 dataset: a structure of composition C9H18NP (ωB97M-V/def2-TZVPD).

Gap between HOMO and LUMO   8.52 eV
Molar mass   171.22 g/mol
HOMO energy   -8.27 eV

Each line ends with the natural charge from an NBO analysis.
Atoms and positions in Å:
1 C -1.95521 0.98013 -0.06493  -0.27
2 C -1.09649 -0.22949 -0.42847  -0.20
3 C 2.66344 2.31235 0.19717  -0.61
4 C 2.15900 -1.53861 -0.80930  -0.60
5 C -5.06236 0.19319 -0.18009  -0.96
6 C -0.32726 -1.03131 0.61838  -0.41
7 C 2.46612 0.97196 -0.61296  -0.39
8 C 0.93505 -0.39930 1.09652  -0.43
9 C 2.25004 -0.34240 0.23058  -0.19
10 N -2.39364 -0.79029 -0.92674  -0.71
11 P -3.30931 -0.14834 0.34946  1.21
12 H -0.44131 0.08312 -1.34069  0.20
13 H 3.64940 2.31929 0.60591  0.20
14 H 1.91560 2.57433 0.83060  0.20
15 H 2.53296 3.07226 -0.53739  0.21
16 H 2.02501 -2.42881 -0.27743  0.20
17 H 1.43783 -1.40602 -1.52178  0.20
18 H 3.11913 -1.47483 -1.31431  0.20
19 H -5.12901 0.09614 -1.26279  0.27
20 H -5.39395 1.30385 0.10957  0.27
21 H -5.75251 -0.59114 0.33927  0.25
22 H -0.96510 -1.12074 1.49913  0.21
23 H -0.06494 -2.13407 0.11246  0.21
24 H 1.67539 1.06679 -1.34936  0.20
25 H 3.41513 0.69974 -1.14109  0.20
26 H 0.70429 0.57493 1.45303  0.21
27 H 1.21552 -0.81316 2.05647  0.21
28 H 3.22448 -0.62070 0.73266  0.20
29 H -3.49726 -1.17888 1.53613  -0.06



Q: Which of them is the least stable? A: x).